DFT (wB97M-V/def2-TZVPD) results for 2 unconnected molecules or ions with the total composition C3H11N4 at a distorted geometry.

Element x y z (Å)
N (-0.82, 2.00, 0.14)
C (0.41, 2.49, 0.58)
N (1.36, 1.69, 0.90)
H (-0.65, 1.17, -0.43)
H (-1.40, 2.65, -0.36)
H (0.43, 3.59, 0.67)
H (2.12, 2.29, 1.24)
C (-0.22, -1.30, 0.28)
C (-0.05, -1.60, -1.07)
N (0.81, -0.93, -1.91)
N (-1.12, -2.23, 1.09)
H (0.29, -0.47, 0.77)
H (-0.78, -2.32, -1.51)
H (0.47, -0.86, -2.89)
H (1.21, -0.05, -1.54)
H (-1.56, -1.68, 1.85)
H (-0.65, -3.07, 1.47)
H (-1.87, -2.56, 0.48)

Output
- Charge: +1
- M: 103.15 g mol⁻¹
- E_LUMO: -3.45 eV
- E: -339.6535 a.u.
- Frontier orbital gap: 9.43 eV

Atom charges from the Mulliken analysis, given in e for atoms 1 to 2:
1. N -0.45
2. C 0.06